ORCA calculation (ωB97M-V/def2-TZVPD) on one molecule with the formula CH5N3O.

Computed properties:
**Multiplicity**: 1
**HOMO**: -9.15 eV
**ΔE to the lowest compared entry with this formula, charge and spin**: 3.9390 eV
**Max |F|**: 5.64 eV/A
**Electronic energy**: -280.4598 a.u.

XYZ file:
```
10
Properties=species:S:1:pos:R:3:forces:R:3:nbo_charge:R:1
C -0.154 0.451 -0.396 0.28 -0.82 1.01 0.51
H -1.520 -0.721 0.886 0.05 2.44 -3.41 0.41
H -2.264 0.660 -0.334 2.70 -2.74 1.54 0.40
H -1.135 1.976 -0.796 4.62 -0.55 -1.57 0.30
H 1.771 -0.074 -0.077 3.15 1.39 0.12 0.36
H 0.454 -0.696 1.646 0.60 -1.71 0.97 0.46
N -1.431 -0.059 -0.042 -1.36 0.46 1.52 -0.88
N 0.049 1.608 -1.017 -4.71 -1.68 2.61 -0.69
N 0.931 -0.506 -0.010 -3.69 0.82 -3.40 -0.36
O 0.848 -1.394 1.067 -1.64 2.40 0.59 -0.51
```
Positions in Å, forces in eV/Å.